Record 1
{
  "formula": "C5H8NO",
  "method": "ωB97M-V/def2-TZVPD",
  "elements": ["O", "N", "C", "C", "C", "C", "C", "H", "H", "H", "H", "H", "H", "H", "H"],
  "coordinates": [[0.571, -0.316, -0.024], [-0.251, -1.315, 0.052], [-0.385, -1.963, 1.214], [0.619, 0.440, -1.207], [-0.981, 2.236, -0.615], [-0.200, 1.704, -1.531], [0.630, -1.844, 2.069], [-1.149, -2.803, 1.163], [0.079, 2.249, -2.452], [-1.568, 3.124, -0.724], [-1.407, 1.603, 0.218], [0.329, -0.286, -1.869], [1.638, 0.683, -1.281], [1.475, -1.171, 1.909], [0.601, -2.344, 3.080]],
  "nbo_charge": [-0.188, 0.198, -0.175, -0.106, -0.356, -0.217, -0.044, 0.288, 0.255, 0.230, 0.188, 0.209, 0.228, 0.239, 0.252],
  "total_charge": 1,
  "homo_energy_ev": -14.038,
  "relative_energy_kj_mol": 530.8,
  "fmax_ha_per_bohr": 0.0873,
  "orbital_gap_ev": 6.43,
  "energy_ev": -8839.2594
}

***

Record 2
{
  "formula": "C5H8NO",
  "method": "ωB97M-V/def2-TZVPD",
  "elements": ["O", "N", "C", "C", "C", "C", "C", "H", "H", "H", "H", "H", "H", "H", "H"],
  "coordinates": [[3.031, 0.150, -0.789], [2.031, 0.260, -1.314], [1.351, 0.377, -2.544], [0.601, 0.264, -1.367], [-0.115, -0.284, 0.964], [-0.518, 0.134, -0.433], [-1.386, -0.193, 1.809], [-1.221, -0.905, 2.601], [-1.494, 0.663, 2.471], [0.765, 0.353, 1.258], [1.437, 0.382, -3.632], [-1.234, -0.642, -0.878], [-2.289, -0.255, 1.203], [-1.309, 1.000, -0.369], [0.350, -1.305, 1.019]],
  "nbo_charge": [-0.161, 0.277, 0.058, 0.336, -0.402, -0.543, -0.637, 0.247, 0.243, 0.219, 0.300, 0.296, 0.217, 0.321, 0.229],
  "total_charge": 1,
  "homo_energy_ev": -15.401,
  "relative_energy_kj_mol": 529.8,
  "fmax_ha_per_bohr": 0.1317,
  "orbital_gap_ev": 10.08,
  "energy_ev": -8839.2692,
  "smiles": "CCCc1c[n+]1=O"
}

***

Record 3
{
  "formula": "C5H8NO2",
  "method": "ωB97M-V/def2-TZVPD",
  "elements": ["O", "O", "N", "C", "C", "C", "C", "C", "H", "H", "H", "H", "H", "H", "H", "H"],
  "coordinates": [[1.396, 3.119, 0.573], [3.377, 2.073, 0.838], [1.493, 0.838, 0.553], [-0.330, -0.405, -0.670], [0.078, 0.754, 0.272], [-2.114, -2.125, -0.635], [2.137, 2.121, 0.676], [-1.145, -1.471, -0.023], [-2.495, -1.972, -1.643], [-0.877, -1.593, 1.020], [-0.179, 1.752, -0.061], [0.631, -0.715, -1.103], [2.040, 0.021, 0.745], [-0.853, -0.033, -1.558], [-0.452, 0.567, 1.219], [-2.705, -2.929, -0.203]],
  "nbo_charge": [-0.810, -0.812, -0.720, -0.476, -0.213, -0.431, 0.867, -0.146, 0.183, 0.196, 0.249, 0.226, 0.370, 0.200, 0.138, 0.180],
  "total_charge": -1,
  "homo_energy_ev": -3.855,
  "relative_energy_kj_mol": 59.8,
  "fmax_ha_per_bohr": 0.0316,
  "orbital_gap_ev": 7.26,
  "energy_ev": -10900.6618,
  "smiles": "C=CCCNC(=O)[O-]"
}